Formula: C32H33IIrN4O5P
Source: OMol25
Level of theory: wB97M-V/def2-TZVPD

The energy relative to the best compared isomer or geometry (same formula, charge and spin) comes out at 49.18 kcal/mol. Its expectation value of S² is 0.778. As for the LUMO energy (spin up / spin down): -9.92 / -12.66 eV. For the energy, the calculation gives -70120.2898 eV. As for the HOMO energy (spin up / spin down): -16.88 / -16.88 eV. As for the spin multiplicity: 2. The calculation puts the HOMO-LUMO gap (spin up / spin down) at 0.256 / 0.155 Ha. The charge is +3.

```
77
Properties=species:S:1:pos:R:3:forces:R:3
Ir 1.6160 -0.0125 -0.5266 -1.2031 -1.4016 -1.5917
C -0.3300 -2.9013 -3.9933 -0.1797 0.0373 -0.1007
O 1.0737 -2.9205 -3.6005 -0.1602 0.0098 -0.0408
C 1.4663 -2.1042 -2.6852 0.1546 -0.0718 0.2297
O 0.7166 -1.3415 -2.0430 0.0211 1.1186 0.8228
N 2.7857 -2.1799 -2.4294 -0.0257 -0.1877 -0.1768
N 3.3347 -1.2094 -1.5976 0.5271 0.2966 0.6228
H -0.4505 -3.7522 -4.6526 0.0499 -0.0139 0.0122
H -0.5432 -1.9755 -4.5217 0.0718 0.0249 0.0195
H -0.9677 -2.9974 -3.1183 0.0677 -0.0543 0.0383
H 3.3809 -2.7711 -2.9969 0.0261 0.1244 -0.0281
H 3.8669 -0.5276 -2.1443 -0.0027 -0.0869 -0.0263
H 3.9705 -1.6418 -0.9287 -0.0283 -0.0761 -0.1083
I 3.0733 1.2257 1.2796 -0.5353 -0.0353 -0.2666
C 2.2295 1.1418 3.2090 -0.1316 -0.2732 -1.1103
C 2.9292 2.0013 4.0304 0.3578 0.5031 1.0582
C 2.6836 2.0355 5.4015 0.8469 0.6155 -0.9837
C 1.7518 1.1749 5.9207 -0.9153 -0.9179 0.2351
C 1.0307 0.2858 5.0906 0.0388 0.0279 0.1670
C 0.1350 -0.6117 5.7097 0.6128 0.7470 0.4731
C -0.5909 -1.5111 4.9756 -0.3898 -0.5315 -0.9688
C -0.4750 -1.4818 3.5879 -0.4501 -0.4689 0.9703
C 0.3762 -0.6019 2.9298 0.6223 0.6352 -0.2447
P 0.1538 -0.8256 1.1401 0.7987 0.6331 -1.9257
C -1.5824 -0.6544 0.7767 -0.0949 0.2846 -0.1190
C -2.0558 -1.1096 -0.4607 0.1239 -0.0311 0.1169
C -3.3782 -0.8982 -0.8092 -0.1333 0.0243 0.1481
C -4.2195 -0.2061 0.0533 0.0270 -0.0179 -0.0047
C -3.7359 0.2989 1.2567 -0.0697 -0.0467 0.0619
C -2.4218 0.0808 1.6245 0.0578 -0.1928 -0.1161
C 0.6867 -2.5393 0.9578 0.3037 0.0706 0.1022
C 2.0304 -2.7679 1.3134 -0.2782 -0.1779 -0.2039
C 2.5855 -4.0273 1.1466 0.0288 0.1257 0.0013
C 1.8100 -5.0544 0.6223 -0.1331 -0.0516 -0.0460
C 0.4848 -4.8257 0.2561 0.1524 -0.0548 0.0607
C -0.0868 -3.5745 0.4305 0.0891 0.0688 0.0373
C 1.2156 0.2717 3.6687 -0.3509 -0.1281 0.3603
H 3.7000 2.6448 3.6224 -0.0475 0.0177 0.0352
H 3.2492 2.7041 6.0349 -0.0206 0.0518 0.0253
H 1.5544 1.1601 6.9850 -0.0003 0.0035 0.0399
H 0.0493 -0.5830 6.7887 -0.0328 -0.0241 0.0340
H -1.2469 -2.2228 5.4566 -0.0555 0.0048 -0.0126
H -1.0821 -2.1664 3.0072 0.0118 -0.0089 0.0288
H -1.3880 -1.6068 -1.1514 -0.0356 0.0176 0.0094
H -3.7578 -1.2613 -1.7545 0.0255 -0.0114 -0.0059
H -5.2567 -0.0520 -0.2144 0.0152 0.0367 -0.0168
H -4.3885 0.8617 1.9105 -0.0233 -0.0210 -0.0036
H -2.0447 0.4779 2.5570 -0.0462 0.0851 -0.0043
H 2.6239 -1.9645 1.7390 0.0579 -0.0241 0.0672
H 3.6149 -4.2074 1.4278 -0.0185 -0.0508 0.0532
H 2.2314 -6.0458 0.5200 0.0112 0.0167 -0.0653
H -0.1080 -5.6298 -0.1594 -0.0029 -0.0313 0.0678
H -1.1263 -3.4211 0.1761 -0.0021 0.0251 0.0048
C -2.6745 1.1851 -3.3601 0.0467 0.0677 -0.0083
C -1.8842 2.4137 -3.7909 -0.2757 0.0266 -0.2020
C -0.9287 2.9505 -2.7238 0.3939 -0.3866 0.6644
C -0.1664 4.1945 -3.2288 0.0445 0.3892 -0.1938
C 0.7924 4.8317 -2.2283 -0.0572 -0.1056 0.0233
C -1.7214 3.3759 -1.4860 0.1202 -0.0380 -0.5095
O -2.7283 4.0114 -1.5608 -0.0974 0.1239 0.2418
N -1.1960 3.0304 -0.2198 -0.2757 0.2520 0.0119
C -0.2645 2.0835 -0.0115 -0.1894 0.1133 0.2336
O 0.0099 1.6698 1.1324 -0.3899 0.6809 0.1581
N 0.3616 1.5584 -1.0953 0.8613 -1.6313 2.0803
C 0.1218 1.8685 -2.4169 -0.4099 0.4431 -0.5151
O 0.7367 1.3172 -3.2973 0.3682 -0.2901 0.1402
H -3.2862 0.8372 -4.1913 -0.0177 -0.0575 0.0254
H -3.3476 1.4177 -2.5326 0.0143 -0.0063 0.0100
H -2.0169 0.3649 -3.0538 0.0108 -0.0061 -0.0402
H -2.5846 3.2108 -4.0427 0.0626 0.0688 0.0485
H -1.3177 2.1990 -4.6966 0.1339 0.0191 0.0751
H -0.9103 4.9361 -3.5272 -0.0970 -0.0826 0.0537
H 0.3667 3.9235 -4.1413 -0.0022 -0.1653 0.0501
H 0.2698 5.2001 -1.3433 0.0177 0.0208 -0.0019
H 1.2849 5.6851 -2.6894 0.0338 -0.0028 0.0170
H 1.5725 4.1353 -1.9047 0.0147 0.0164 -0.0190
H -1.6633 3.4200 0.5910 -0.0436 -0.0643 -0.0762
```
Forces are in eV/Å.

Löwdin atomic charge list, values in e, 4 entries:
1 Ir 0.88
2 C 0.05
3 O 0.06
4 C -0.54

=====

Formula: C32H33NO5P2Sn
Source: OMol25
Level of theory: wB97M-V/def2-TZVPD

As for the LUMO energy (spin up / spin down): -8.39 / -7.59 eV. For the energy, the calculation gives -69840.0774 eV. As for the HOMO energy (spin up / spin down): -13.25 / -13.42 eV. The calculation puts the HOMO-LUMO gap (spin up / spin down) at 0.179 / 0.214 Ha. The charge is +2.

```
74
Properties=species:S:1:pos:R:3:forces:R:3
Sn -1.5004 -0.1877 -1.9487 -0.8722 0.3810 1.3937
O -4.0879 -0.0805 -2.2287 0.4865 0.3048 -0.1025
C -5.1261 -0.8199 -1.5931 -0.4906 -0.2833 0.4458
C -5.5086 -0.2917 -0.1961 0.0157 -0.2540 -0.4578
N -4.4768 -0.2882 0.8119 0.2109 -0.1093 0.2163
C -3.8980 -1.5083 1.2900 -0.0205 0.1845 0.0941
C -2.6048 -1.9167 0.5810 -0.7398 0.0283 -0.3455
O -1.5370 -2.3129 1.2142 0.5691 -0.7929 0.4799
O -2.5716 -2.0057 -0.6431 0.2534 0.4333 -0.4672
C -3.8164 0.9338 1.1960 0.2310 0.3008 -0.0747
C -2.5832 1.0354 0.3071 -0.8651 0.6739 0.3881
O -2.6244 1.6944 -0.7474 0.3444 -0.1711 -1.0281
O -1.6270 0.2606 0.5715 0.7016 -0.6761 -0.5257
H -4.3664 0.8436 -2.2951 0.1319 0.0028 -0.0003
H -6.0210 -0.8050 -2.2280 0.1381 -0.0774 0.0929
H -4.7472 -1.8404 -1.5250 -0.1978 0.0968 -0.0488
H -5.8761 0.7340 -0.2774 -0.0774 -0.0677 -0.0242
H -6.3406 -0.9130 0.1597 -0.0479 0.0794 -0.1225
H -3.7317 -1.4258 2.3705 -0.0103 -0.1136 -0.0652
H -4.6011 -2.3311 1.1058 0.1260 0.0192 0.1174
H -4.4640 1.7943 1.0344 -0.0298 -0.0915 0.0252
H -3.5296 0.8901 2.2503 0.0081 0.0253 -0.0013
C 3.0461 -0.3695 -0.4672 -0.2896 0.1258 0.0797
C 2.6213 -1.1848 0.7508 -0.3001 -0.0379 0.0850
P 0.8991 -0.6834 1.2091 1.2338 -0.3166 1.0394
C 0.3667 -1.8820 2.4020 -0.0314 0.1418 -0.4934
C 1.1422 -2.8945 2.9354 0.2216 -0.0069 -0.1458
C 0.6150 -3.7717 3.8633 0.0965 0.2866 -0.2243
C -0.7620 -3.7370 4.1991 -0.6717 0.1162 0.0859
C -1.6144 -2.8861 3.5883 0.2473 -0.3146 0.0021
C -1.1281 -1.9214 2.5651 -0.2367 0.3641 0.1330
C 1.1849 0.8048 2.2504 -0.2329 -0.1922 -0.3262
C 0.6163 2.0386 1.9823 -0.1369 0.0670 -0.0297
C 1.0231 3.1508 2.7062 -0.0613 0.0441 0.0436
C 1.9845 3.0271 3.6967 -0.0836 -0.0097 -0.0577
C 2.5239 1.7824 3.9836 0.1130 -0.1170 0.0748
C 2.1309 0.6689 3.2650 -0.0699 0.0891 0.0621
P 1.6084 -0.0921 -1.6307 0.9717 0.2847 -0.6392
C 1.4515 1.7191 -1.8092 -0.2282 -0.2049 0.0393
C 0.7526 2.1520 -2.9419 0.0198 -0.2852 -0.1133
C 0.5765 3.4999 -3.1920 -0.0955 0.0904 0.0062
C 1.0738 4.4373 -2.2985 -0.0499 -0.0510 0.0003
C 1.7378 4.0163 -1.1583 -0.0332 0.0644 0.0131
C 1.9212 2.6662 -0.9071 0.0592 -0.1146 -0.0384
C 2.4256 -0.5685 -3.2064 -0.4436 -0.0927 0.1893
C 2.3476 -1.9085 -3.5811 -0.0939 0.0918 0.1322
C 3.0863 -2.3697 -4.6572 0.0312 -0.0882 -0.0488
C 3.8889 -1.4932 -5.3703 -0.0494 -0.0451 0.0345
C 3.9421 -0.1544 -5.0169 0.0516 0.0289 -0.0127
C 3.2170 0.3147 -3.9355 -0.0475 -0.0173 0.0846
H 3.8368 -0.8870 -1.0162 -0.1502 0.1532 -0.0021
H 3.4281 0.6063 -0.1618 0.0413 -0.0598 -0.0485
H 2.5921 -2.2485 0.5019 -0.0376 0.0007 -0.0210
H 3.3193 -1.0362 1.5769 -0.0685 -0.0931 -0.0240
H 2.1931 -2.9419 2.6973 0.1273 -0.0324 0.0205
H 1.2610 -4.4718 4.3688 0.0959 -0.1013 0.0258
H -1.1164 -4.4194 4.9548 -0.1356 -0.0779 0.0477
H -2.6728 -2.8993 3.8032 -0.0604 -0.0057 0.1114
H -1.5184 -0.9069 2.7364 0.0531 -0.1425 0.0556
H -0.1326 2.1334 1.2100 0.0234 0.0451 -0.0687
H 0.5829 4.1137 2.4948 -0.0201 0.0818 -0.0273
H 2.3103 3.8920 4.2543 -0.0131 0.0804 0.0349
H 3.2533 1.6704 4.7709 0.0740 0.0298 0.0781
H 2.5527 -0.2984 3.4969 0.0682 -0.0332 0.0662
H 0.4301 1.4136 -3.6787 0.0336 0.1950 0.0158
H 0.0657 3.8218 -4.0856 -0.0570 0.0277 -0.1009
H 0.9434 5.4906 -2.4923 0.0017 0.0899 -0.0225
H 2.1230 4.7443 -0.4611 0.0530 0.0703 0.0718
H 2.4426 2.3711 -0.0094 0.0683 -0.0113 0.0490
H 1.7154 -2.5860 -3.0150 0.0408 -0.0585 -0.0600
H 3.0426 -3.4104 -4.9395 -0.0331 -0.0872 -0.0195
H 4.4739 -1.8541 -6.2017 0.0319 -0.0300 -0.0981
H 4.5618 0.5247 -5.5803 0.0688 0.0965 -0.0573
H 3.2734 1.3575 -3.6594 0.0385 0.0688 0.0079
```
Forces are in eV/Å.

Löwdin atomic charge list, values in e, 4 entries:
1 Sn 1.58
2 O -0.19
3 C -0.19
4 C -0.12

=====

Formula: C32H34AsClRu
Source: OMol25
Level of theory: wB97M-V/def2-TZVPD

The energy relative to the best compared isomer or geometry (same formula, charge and spin) comes out at 0.00 kcal/mol. Its expectation value of S² is 6.039. As for the LUMO energy (spin up / spin down): -5.79 / -10.19 eV. For the energy, the calculation gives -109658.1769 eV. As for the HOMO energy (spin up / spin down): -12.02 / -14.29 eV. As for the spin multiplicity: 5. The calculation puts the HOMO-LUMO gap (spin up / spin down) at 0.229 / 0.151 Ha. The charge is +2.

```
69
Properties=species:S:1:pos:R:3:forces:R:3
C 3.6693 -2.0510 -5.4426 0.7468 -0.6373 -1.6551
C 3.0046 -1.3077 -6.6139 -0.1035 0.0186 0.1821
C 5.1720 -1.7488 -5.3815 0.0518 -0.0117 -0.0680
C 3.4048 -3.5616 -5.5170 -0.0866 0.0478 0.0571
Cl 2.9087 -1.4713 -3.9762 -0.6169 0.6411 1.5770
H 5.6600 -2.0956 -6.2944 -0.1236 -0.0518 -0.0407
H 5.6711 -2.2416 -4.5463 -0.1957 -0.1005 0.0509
H 5.3805 -0.6817 -5.2968 -0.2046 0.0390 -0.0119
H 3.3756 -1.6355 -7.5807 0.2425 -0.2109 -0.0088
H 3.1827 -0.2336 -6.5466 0.0248 -0.0247 0.0910
H 1.9254 -1.4710 -6.6150 0.0408 -0.0290 0.0865
H 3.7946 -3.9881 -6.4376 0.1395 0.1106 -0.1527
H 2.3349 -3.7767 -5.4899 0.0134 0.1256 -0.0091
H 3.8678 -4.0950 -4.6854 0.0521 0.1299 0.0277
C 1.3425 2.4306 0.6845 0.7144 1.7414 -0.8177
C 2.7414 2.1156 0.8245 -0.4596 1.2946 -0.2886
C 3.2154 1.6465 -0.4669 -0.0490 1.5775 -0.9809
H 3.3435 2.2441 1.7115 -0.1065 0.0659 -0.0214
C 2.1237 1.7395 -1.4026 0.9829 -0.3019 0.2128
C 0.9469 2.1194 -0.6728 0.6683 0.5152 0.9268
H -0.0701 2.1254 -1.0544 0.2646 0.2155 0.0417
H 0.7372 2.8713 1.4681 -0.0343 -0.2864 -0.2024
H 4.2320 1.3465 -0.6934 -0.1897 0.1221 -0.0046
H 2.1935 1.4995 -2.4595 -0.1231 -0.0776 0.2705
C 1.2023 -1.7393 1.0590 0.7746 0.7194 1.0453
C 2.0136 -0.9026 1.9383 0.7767 -1.8257 0.1826
C 3.3113 -0.7591 1.2788 -0.4812 -0.7312 0.9073
H 1.7627 -0.5626 2.9244 -0.1319 0.2245 0.1659
C 3.3344 -1.6820 0.1601 -0.4109 -1.0969 -0.2189
C 2.0600 -2.2700 0.0342 1.2974 0.7352 -0.3248
H 1.7698 -2.9940 -0.7242 0.0614 0.3196 0.1006
H 0.1446 -1.9463 1.2091 0.4553 -0.1310 -0.0220
H 4.1512 -0.1845 1.6640 -0.1668 -0.4592 -0.0047
H 4.2055 -1.8787 -0.4594 -0.3359 0.0726 0.0177
Ru 1.7932 0.3357 0.3531 -3.3175 -2.8008 -1.2007
C -6.0456 -1.5823 2.3569 -0.4713 0.6901 0.8611
C -5.3596 -2.1362 1.2697 1.4408 -0.5038 -1.5463
C -4.1777 -1.5564 0.8149 -1.0364 -0.6599 -0.1038
C -3.6970 -0.4064 1.4546 1.1795 -0.4662 -1.0464
C -4.4287 0.2251 2.4627 -2.0672 0.1231 1.4681
C -5.6023 -0.3823 2.9281 0.6901 0.7217 0.2330
As -1.8809 0.1879 0.9810 0.3924 0.3958 -0.0008
C -2.4050 2.0717 0.6484 0.1264 -0.6035 0.2351
C -2.8036 2.2870 -0.6817 -0.2628 0.2742 0.1139
C -3.3423 3.5205 -1.0547 0.1170 -0.0172 0.1915
C -3.4530 4.5472 -0.1038 0.0913 -0.2537 -0.0398
C -3.0082 4.3390 1.2080 0.1584 -0.3126 0.0413
C -2.4821 3.0939 1.5953 -0.4152 0.5408 -0.3170
C -1.2355 0.0135 2.8472 -0.1657 0.1529 -0.3197
C -0.6015 1.0432 3.5404 -0.1803 -0.1419 0.2671
C -0.3037 0.8669 4.8978 0.0682 -0.0679 -0.1203
C -0.5791 -0.3507 5.5314 -0.0347 -0.0238 -0.2908
C -1.1392 -1.4100 4.8022 0.1441 0.2175 -0.0425
C -1.4634 -1.2298 3.4555 -0.0841 0.2977 0.2933
H -6.9342 -2.0788 2.7510 0.1942 0.2012 -0.1741
H -5.7383 -3.0323 0.7743 0.1021 0.2034 0.2701
H -3.6071 -1.9912 -0.0120 -0.3213 0.1053 0.3290
H -4.0864 1.1601 2.9058 -0.0524 -0.2129 -0.1557
H -6.1654 0.0803 3.7406 0.1838 -0.1977 -0.2446
H -2.7131 1.4815 -1.4143 -0.0705 0.2129 0.1405
H -3.6793 3.6720 -2.0824 0.1221 0.0137 0.3549
H -3.8888 5.5087 -0.3904 0.1933 -0.3638 0.1307
H -3.0787 5.1391 1.9465 0.0099 -0.2021 -0.2530
H -2.1587 2.9351 2.6216 -0.1745 0.0770 -0.1981
H -0.3660 1.9819 3.0336 -0.1231 -0.3164 0.3520
H 0.1336 1.6980 5.4540 -0.0603 -0.3209 -0.0979
H -0.3497 -0.4792 6.5896 -0.0748 0.0473 -0.3079
H -1.3368 -2.3697 5.2818 0.0852 0.2946 -0.1048
H -1.9297 -2.0430 2.8937 0.1255 0.1555 0.1712
```
Forces are in eV/Å.

Löwdin atomic charge list, values in e, 4 entries:
1 C -0.99
2 C -0.12
3 C -0.11
4 C -0.12

=====

no.,F_max (eV Å⁻¹)
1,2.780
2,1.688
3,4.505